[1]
Below is 2 unconnected molecules or ions with the total composition C8H10NP in a non-equilibrium geometry, with properties calculated with wB97M-V/def2-TZVPD.

Each line ends with the Mulliken spin population.
CARTESIAN COORDINATES (ANGSTROEM)
C: -0.89 1.91 1.59  0.1628
C: -0.60 0.66 2.02  0.0616
C: -0.48 2.24 0.26  0.3801
C: 0.19 -0.25 1.20  0.5445
C: 0.39 1.53 -0.40  -0.0292
C: 0.75 0.21 0.03  0.2743
C: -3.13 -1.52 -1.69  0.1287
C: 1.87 -1.80 -0.67  0.0087
N: 1.68 -0.37 -0.73  0.3352
P: -1.68 -1.24 -1.22  0.0385
H: -1.49 2.56 2.20  0.0014
H: -1.10 0.11 2.90  0.0113
H: -0.70 3.30 -0.05  0.0347
H: 0.41 -1.31 1.40  0.0420
H: 0.90 1.87 -1.35  0.0068
H: -4.06 -1.44 -2.25  0.0035
H: 2.10 0.00 -1.39  -0.0172
H: 1.10 -2.21 -1.22  0.0094
H: 2.85 -2.15 -1.07  -0.0031
H: 1.88 -2.11 0.42  0.0060

Properties
Largest force on an atom, eV Å⁻¹: 11.2
Energy relative to the best compared isomer or geometry (same formula, charge and spin), eV: 4.194
Spin multiplicity: 3
Frontier orbital gap (spin up / spin down), Eh: 0.17039 / 0.24924

***

[2]
Below is a gas-phase ion, C8H10NS (charge +1) in a non-equilibrium geometry, with properties calculated with wB97M-V/def2-TZVPD.

Each line ends with the Mulliken charge.
CARTESIAN COORDINATES (ANGSTROEM)
C: -2.37 -0.29 1.46  -0.5434
C: -2.81 -0.47 0.22  0.0552
S: -2.05 0.07 -1.25  0.1720
N: 0.01 -0.22 -0.59  -0.2204
C: 0.41 -1.49 -0.59  -0.0070
C: 1.78 -1.76 -0.44  -0.6088
C: 2.65 -0.65 -0.41  -0.1532
C: 2.12 0.59 -0.47  -0.5531
C: 0.74 0.85 -0.47  1.0274
C: 0.00 2.12 -0.15  -1.4130
H: -2.91 -0.71 2.39  0.2504
H: -1.38 0.17 1.71  0.1395
H: -3.77 -1.00 -0.09  0.2969
H: -0.29 -2.28 -0.33  0.3730
H: 2.14 -2.80 -0.56  0.3684
H: 3.67 -0.88 -0.23  0.4379
H: 2.78 1.53 -0.30  0.2908
H: -0.20 2.07 0.96  0.3024
H: 0.53 2.93 -0.48  0.4316
H: -1.04 2.21 -0.38  0.3533

Properties
Largest force on an atom, eV Å⁻¹: 5.1
SMILES: C=CS[n+]1ccccc1C
Energy relative to the best compared isomer or geometry (same formula, charge and spin), eV: 2.346
Spin multiplicity: 1
Frontier orbital gap, Eh: 0.27691
Total charge: +1

***

[3]
Below is a single C8H10O molecule in a non-equilibrium geometry, with properties calculated with wB97M-V/def2-TZVPD.

Each line ends with the Mulliken charge.
CARTESIAN COORDINATES (ANGSTROEM)
C: 0.78 1.67 -0.32  -0.3615
C: -0.65 1.69 -0.49  -0.2595
C: -1.60 0.69 0.25  -0.6651
C: -1.55 -0.77 -0.15  0.3957
O: -1.81 -1.67 0.61  -0.4580
C: -0.42 -1.38 0.53  -0.3311
C: 0.69 -1.98 -0.38  -0.8538
C: 1.59 -0.88 -0.35  -0.2972
C: 1.38 0.51 0.42  -0.6730
H: 1.35 2.25 -0.96  0.4063
H: -1.24 2.29 -1.32  0.2644
H: -2.67 1.32 0.30  0.2864
H: -1.06 0.52 1.25  0.1786
H: -1.80 -0.91 -1.27  0.3033
H: -0.10 -0.66 1.35  0.4695
H: 0.96 -2.77 -0.96  0.5143
H: 2.61 -1.10 -0.71  0.3473
H: 2.65 0.58 0.70  0.2444
H: 0.90 0.59 1.50  0.4889

Properties
Largest force on an atom, eV Å⁻¹: 12.6
SMILES: C1=C\C[C@@H]2O[C@H]2/C=C\C/1
Energy relative to the best compared isomer or geometry (same formula, charge and spin), eV: 7.957
Spin multiplicity: 1
Frontier orbital gap, Eh: 0.35194

***

[4]
Below is 2 unconnected molecules or ions with the total composition C8H10O2 in a non-equilibrium geometry, with properties calculated with wB97M-V/def2-TZVPD.

Each line ends with the Mulliken charge.
CARTESIAN COORDINATES (ANGSTROEM)
C: 2.15 -1.20 -0.09  -0.4072
C: 1.75 -0.63 1.07  -0.4440
C: 1.29 0.65 1.24  -0.3443
C: 1.24 1.57 0.24  -0.1253
C: 1.59 1.00 -0.94  -0.4018
C: 2.11 -0.28 -1.22  -0.2847
H: 2.62 -2.09 -0.27  0.5256
H: 1.70 -1.29 2.01  0.1987
H: 1.13 1.05 2.21  0.4112
H: 0.96 2.70 0.30  0.2777
H: 1.35 1.57 -1.85  0.2493
H: 2.51 -0.68 -2.14  0.3664
C: -3.45 -0.51 -0.02  -0.9678
C: -2.03 0.12 -0.18  0.6936
O: -1.99 1.29 -0.13  -0.4772
O: -1.08 -0.82 -0.17  -0.5261
H: -4.10 0.37 0.39  0.2756
H: -4.18 -1.15 -0.86  0.2387
H: -3.40 -1.18 0.82  0.2772
H: -0.17 -0.46 -0.40  0.4644

Properties
Largest force on an atom, eV Å⁻¹: 5.3
SMILES: c1ccccc1.CC(=O)O
Energy relative to the best compared isomer or geometry (same formula, charge and spin), eV: 2.310
Spin multiplicity: 1
Frontier orbital gap, Eh: 0.38669

***

[5]
Below is a single C8H10O2S molecule in a non-equilibrium geometry, with properties calculated with wB97M-V/def2-TZVPD.

Each line ends with the Mulliken charge.
CARTESIAN COORDINATES (ANGSTROEM)
C: 1.12 -2.17 -0.05  -0.1820
C: -0.34 -1.86 -0.39  -0.7465
C: 1.90 -1.19 0.37  -0.6606
C: -0.73 -0.60 -0.25  0.2387
C: 1.33 0.08 0.89  -0.8745
C: -1.90 1.57 0.44  -0.3971
C: 0.13 0.59 0.15  1.4197
C: 0.52 1.18 -1.16  -1.5894
O: -3.20 -0.66 0.54  -0.6281
O: -0.69 1.40 0.96  -0.4512
S: -2.38 0.03 -0.50  0.3320
H: 1.48 -3.13 -0.29  0.4297
H: -0.73 -2.79 -0.76  0.4034
H: 2.90 -1.52 0.90  0.2356
H: 1.23 -0.11 1.94  0.4031
H: 2.14 0.83 0.78  0.3086
H: -2.81 1.54 1.17  0.3550
H: -1.92 2.56 -0.29  0.2526
H: 1.51 0.90 -1.45  0.4389
H: 0.62 2.27 -0.98  0.4055
H: -0.18 1.09 -2.00  0.3065

Properties
Largest force on an atom, eV Å⁻¹: 4.6
Energy relative to the best compared isomer or geometry (same formula, charge and spin), eV: 3.524
Spin multiplicity: 1
Frontier orbital gap, Eh: 0.34065

***

[6]
Below is a molecular structure, C8H10O5PTb in a non-equilibrium geometry, with properties calculated with wB97M-V/def2-TZVPD.

Each line ends with the Mulliken spin population.
CARTESIAN COORDINATES (ANGSTROEM)
O: 0.77 0.02 -5.69  0.0002
C: 1.02 0.03 -4.55  0.0000
Tb: 0.20 0.01 0.37  6.0854
O: 2.77 0.01 -1.91  0.0018
C: 1.87 0.02 -1.24  -0.0089
C: -2.09 -0.02 0.72  -0.0045
O: -3.21 -0.02 1.00  0.0049
C: -0.11 -2.20 -0.22  -0.0036
O: -0.19 -3.34 -0.42  0.0044
C: -0.16 2.20 -0.29  -0.0063
O: -0.25 3.32 -0.48  0.0009
H: -0.81 -0.02 -1.65  -0.0793
C: 1.23 -0.36 4.47  -0.0008
P: 1.15 -0.08 2.75  0.0034
C: 1.43 1.73 2.61  0.0011
C: 2.48 -1.17 2.09  0.0021
H: 0.45 0.27 4.88  0.0003
H: 2.25 -0.03 4.70  -0.0004
H: 1.07 -1.42 4.58  -0.0004
H: 2.17 1.98 3.41  -0.0010
H: 1.78 2.16 1.64  -0.0001
H: 0.47 2.28 2.88  0.0017
H: 3.29 -1.11 2.84  -0.0013
H: 2.10 -2.24 2.09  0.0011
H: 2.88 -0.97 1.07  -0.0007

Properties
Largest force on an atom, eV Å⁻¹: 7.9
Spin multiplicity: 7
Frontier orbital gap (spin up / spin down), Eh: 0.22683 / 0.23779
Total charge: +2

***

[7]
Below is a single C8H10S2 molecule in a non-equilibrium geometry, with properties calculated with wB97M-V/def2-TZVPD.

Each line ends with the Mulliken charge.
CARTESIAN COORDINATES (ANGSTROEM)
C: -1.03 -2.66 -0.20  -0.8414
C: -0.87 -1.58 0.53  -0.6988
C: -0.49 -0.24 0.07  1.0406
S: -2.25 0.58 -0.22  -0.2080
C: 0.25 -0.19 -1.47  -0.7281
C: 0.94 0.90 -1.64  -0.2291
C: 1.02 2.03 -0.71  0.1946
C: 0.68 1.98 0.55  -1.1754
C: 0.29 0.59 1.08  -0.2946
S: 1.80 -0.46 1.58  -0.1666
H: -1.26 -3.68 0.24  0.2543
H: -1.42 -2.62 -1.18  0.2918
H: -0.85 -1.75 1.65  0.3219
H: -1.56 1.78 -0.25  0.1790
H: 0.11 -0.91 -2.19  0.4263
H: 1.42 1.05 -2.61  0.3366
H: 1.55 2.90 -1.15  0.3482
H: 0.93 2.71 1.32  0.3610
H: -0.37 0.70 2.02  0.4296
H: 1.09 -1.13 2.61  0.1582

Properties
Largest force on an atom, eV Å⁻¹: 5.8
SMILES: C=C[C@]1(S)C=CC=C[C@@H]1S
Energy relative to the best compared isomer or geometry (same formula, charge and spin), eV: 1.598
Spin multiplicity: 1
Frontier orbital gap, Eh: 0.33420

***

[8]
Below is 2 unconnected molecules or ions with the total composition C8H10SSi in a non-equilibrium geometry, with properties calculated with wB97M-V/def2-TZVPD.

Each line ends with the Mulliken charge.
CARTESIAN COORDINATES (ANGSTROEM)
C: 0.79 3.90 1.25  -0.0304
C: 0.57 2.80 0.81  -0.8992
C: 2.27 -2.26 0.61  -0.5483
C: 1.75 -0.96 0.20  -0.4150
C: 1.32 -3.20 0.77  -0.3696
C: 0.40 -0.98 0.07  0.2526
C: -0.80 0.65 -2.15  -1.0706
C: -2.42 0.50 0.50  -1.0648
Si: -0.71 0.52 -0.24  0.5562
S: -0.19 -2.56 0.27  -0.1088
H: 1.01 4.83 1.70  0.4200
H: 3.29 -2.46 0.91  0.3395
H: 2.45 -0.16 -0.02  0.4062
H: 1.25 -4.21 1.12  0.4167
H: -1.84 0.64 -2.61  0.3597
H: -0.16 1.50 -2.46  0.3314
H: -0.41 -0.26 -2.65  0.3400
H: -3.15 -0.30 0.17  0.3448
H: -2.50 0.58 1.53  0.4009
H: -2.92 1.41 0.22  0.3387

Properties
Largest force on an atom, eV Å⁻¹: 3.3
Energy relative to the best compared isomer or geometry (same formula, charge and spin), eV: 3.048
Spin multiplicity: 1
Frontier orbital gap, Eh: 0.32421

***

[9]
Below is a single C8H10Se molecule in a non-equilibrium geometry, with properties calculated with wB97M-V/def2-TZVPD.

Each line ends with the Mulliken charge.
CARTESIAN COORDINATES (ANGSTROEM)
C: -2.38 0.82 0.83  -1.1869
C: -1.54 0.23 -0.33  -0.4029
Se: -2.15 -1.64 -0.57  -0.0459
C: -0.05 0.17 -0.30  0.8553
C: 0.69 -0.22 -1.48  -0.5928
C: 2.09 -0.32 -1.38  -0.3632
C: 2.78 -0.17 -0.19  -0.6749
C: 2.00 0.23 0.98  -0.3985
C: 0.65 0.43 0.90  -0.4026
H: -1.98 0.23 1.66  0.3790
H: -3.41 0.44 0.65  0.3174
H: -2.15 1.91 0.94  0.3222
H: -1.72 0.59 -1.35  0.4343
H: -1.96 -2.12 0.66  0.1059
H: 0.14 -0.68 -2.34  0.2210
H: 2.56 -0.58 -2.29  0.3847
H: 3.79 -0.38 -0.12  0.4617
H: 2.52 0.26 1.95  0.3162
H: 0.13 0.81 1.77  0.2701

Properties
Largest force on an atom, eV Å⁻¹: 4.2
SMILES: C[C@H]([SeH])c1ccccc1
Energy relative to the best compared isomer or geometry (same formula, charge and spin), eV: 0.000
Spin multiplicity: 1
Frontier orbital gap, Eh: 0.33312

***

[10]
Below is a molecular structure, C8H11BN2O in a non-equilibrium geometry, with properties calculated with wB97M-V/def2-TZVPD.

Each line ends with the Mulliken charge.
CARTESIAN COORDINATES (ANGSTROEM)
B: 1.64 -0.95 -0.30  0.0798
C: 0.91 -2.03 0.43  0.5145
C: -1.81 0.95 0.23  -0.4586
C: -3.02 0.22 0.21  0.6084
C: -0.99 0.27 -0.63  0.5502
C: -4.28 0.52 0.94  -1.1139
C: 3.70 0.45 0.30  -1.1445
C: 0.38 0.48 -1.08  -1.0595
C: 3.18 -0.78 -0.46  -0.3207
N: 0.36 -2.86 1.02  -0.4975
N: -2.93 -0.80 -0.60  -0.5391
O: -1.68 -0.78 -1.13  -0.1218
H: -1.58 1.84 0.79  0.3324
H: -4.67 -0.39 1.38  0.3222
H: -4.10 1.25 1.73  0.3047
H: -5.03 0.92 0.26  0.2643
H: 3.41 0.41 1.35  0.3373
H: 4.78 0.49 0.24  0.3621
H: 3.30 1.37 -0.13  0.2879
H: 0.49 0.31 -2.14  0.3373
H: 0.78 1.44 -0.77  0.3532
H: 3.45 -0.65 -1.52  0.2672
H: 3.72 -1.66 -0.10  0.3340

Properties
Largest force on an atom, eV Å⁻¹: 3.9
Energy relative to the best compared isomer or geometry (same formula, charge and spin), eV: 1.110
Spin multiplicity: 1
Frontier orbital gap, Eh: 0.28962

***

[11]
Below is a single C8H11BN4O2 molecule in a non-equilibrium geometry, with properties calculated with wB97M-V/def2-TZVPD.

Each line ends with the Mulliken charge.
CARTESIAN COORDINATES (ANGSTROEM)
B: 2.42 -2.04 2.39  0.6325
C: 0.42 -0.46 2.28  -0.6057
C: -0.51 0.26 1.56  -0.4928
C: 1.23 -1.37 0.21  -0.4012
C: 1.37 -1.27 1.66  0.1121
C: -0.52 0.11 0.12  0.5883
C: -2.55 2.71 -1.40  -0.8054
C: -1.97 1.98 -0.37  0.0063
C: -0.87 0.27 -3.28  -0.5985
N: 0.38 -0.70 -0.51  -0.3975
N: -2.19 2.05 -2.60  -0.1492
N: -1.33 0.87 -0.62  -0.1015
N: -1.92 0.79 -2.46  -0.1525
O: 2.21 -2.43 3.67  -0.5801
O: 3.61 -2.32 1.85  -0.5772
H: 0.40 -0.42 3.34  0.4623
H: -1.18 0.87 2.02  0.4689
H: 1.96 -2.23 -0.22  0.1755
H: -3.19 3.53 -1.23  0.4157
H: -1.72 2.52 0.55  0.2918
H: -0.05 0.88 -3.74  0.3372
H: -0.36 -0.38 -2.60  0.2979
H: -1.51 -0.30 -4.12  0.2379
H: -1.46 2.52 -3.10  0.2826
H: 2.97 -2.74 4.26  0.2765
H: 4.35 -2.72 2.35  0.2761

Properties
Largest force on an atom, eV Å⁻¹: 4.0
Energy relative to the best compared isomer or geometry (same formula, charge and spin), eV: 2.389
Spin multiplicity: 1
Frontier orbital gap, Eh: 0.27260

***

[12]
Below is a single C8H11Br molecule in a non-equilibrium geometry, with properties calculated with wB97M-V/def2-TZVPD.

Each line ends with the Mulliken charge.
CARTESIAN COORDINATES (ANGSTROEM)
C: 2.27 -2.35 1.35  -1.1301
C: 1.24 -2.02 0.27  -0.4203
Br: 0.64 -3.46 -0.79  -0.2102
C: 0.64 -0.91 0.06  0.1243
C: -0.05 0.14 -0.09  0.6205
C: -1.38 0.76 -0.04  0.0810
C: -2.51 0.06 -0.82  -1.1450
C: -0.29 1.35 -0.81  -0.0037
C: 0.37 2.59 -0.10  -1.3479
H: 3.25 -2.15 0.98  0.3022
H: 2.22 -3.37 1.65  0.3716
H: 2.09 -1.67 2.24  0.2901
H: -1.62 1.32 0.94  0.2756
H: -2.65 0.56 -1.79  0.2928
H: -3.39 0.03 -0.11  0.2998
H: -2.12 -0.93 -1.00  0.2802
H: -0.26 1.44 -2.01  0.2320
H: 0.29 2.39 0.92  0.3812
H: -0.12 3.53 -0.38  0.3403
H: 1.36 2.70 -0.43  0.3654

Properties
Largest force on an atom, eV Å⁻¹: 4.9
SMILES: CC(Br)=C=C1[C@H](C)[C@H]1C
Energy relative to the best compared isomer or geometry (same formula, charge and spin), eV: 2.162
Spin multiplicity: 1
Frontier orbital gap, Eh: 0.34525